ORCA calculation (ωB97M-V/def2-TZVPD) on 2 unconnected molecules or ions with the total composition C6H14S in a non-equilibrium geometry.

Geometry as XYZ:
```
21
Properties=species:S:1:pos:R:3:forces:R:3
C 1.45318 -1.89012 -0.88052 0.6 0.7 -0.3
C 1.25157 0.79117 0.90584 -1.7 -0.4 -1.0
C 1.44056 1.82555 -0.11662 -2.8 2.2 -1.0
C -2.97948 0.63576 -0.34076 -0.5 -0.9 -0.9
C 0.17491 -1.57235 1.37923 0.6 -1.4 -1.2
C -2.42422 0.24349 -1.51611 -2.0 -0.1 1.5
S 0.46824 -0.69742 -0.20301 1.8 -1.2 2.4
H 1.65322 -1.69227 -1.93300 0.0 -0.1 0.1
H 2.32522 -2.27768 -0.29364 -1.0 0.4 -0.4
H 0.36658 1.02349 1.59750 1.8 -0.2 -0.6
H 2.05083 1.49089 -0.92639 -0.1 -0.6 -1.1
H 1.98609 2.68088 0.17152 0.6 1.2 1.0
H 0.39622 2.28330 -0.43467 2.1 -1.1 0.0
H -3.92708 0.26152 0.10776 0.9 -0.1 -0.5
H 2.25351 0.59178 1.27222 -0.4 -0.8 0.9
H -2.50767 1.41798 0.24217 0.0 0.1 -0.1
H -0.66772 -2.22899 1.24423 -1.0 0.4 0.3
H 0.95736 -2.36750 1.49743 -0.1 1.3 0.0
H 0.18463 -0.80375 2.12104 -0.5 -0.4 0.9
H -1.59298 0.89026 -1.74550 0.4 -0.7 -0.9
H -2.86299 -0.60600 -2.14873 1.0 1.6 0.9
```
Positions in Å, forces in eV/Å.

HOMO level	-7.28	eV
energy above the lowest of the compared OMol25 structures with the same formula, charge and spin	91.3	kcal/mol
total charge	0
gap between HOMO and LUMO	8.19	eV
E_tot	-17279.488	eV
largest force on an atom	3.69	eV/A

---

ORCA calculation (ωB97M-V/def2-TZVPD) on 2 unconnected molecules or ions with the total composition C5H9N in a non-equilibrium geometry.

Geometry as XYZ:
```
15
Properties=species:S:1:pos:R:3:forces:R:3
C -1.91900 -0.85953 -0.72452 -1.1 0.1 0.0
C -0.02238 -0.30080 1.43183 0.4 1.0 -0.3
C 0.51777 -0.03618 0.23808 0.4 0.5 -0.9
C 1.01345 -1.07647 -0.75303 -1.7 -1.5 -0.2
C 0.78633 1.42340 -0.23120 0.9 -1.2 1.9
N -2.71250 -0.17481 -0.19765 -0.3 1.2 0.9
H -0.48266 0.50847 2.03621 0.6 -0.6 -0.3
H 0.01590 -1.28790 1.84727 -0.4 -0.4 0.0
H 0.50143 -1.07045 -1.75770 0.3 0.8 1.0
H 0.71098 -2.17267 -0.48832 1.3 1.9 0.2
H 2.04027 -0.80656 -0.94580 0.7 -0.8 0.0
H 0.27215 2.01774 0.52791 0.3 0.5 -0.3
H 0.43342 1.64021 -1.21087 -0.4 0.1 -0.8
H 1.91535 1.61952 -0.20499 -1.6 -0.2 0.0
H -3.07051 0.57601 0.43277 0.6 -1.4 -1.2
```
Positions in Å, forces in eV/Å.

HOMO level	-9.04	eV
energy above the lowest of the compared OMol25 structures with the same formula, charge and spin	62.5	kcal/mol
total charge	0
gap between HOMO and LUMO	9.98	eV
E_tot	-6818.286	eV
largest force on an atom	2.44	eV/A

---

ORCA calculation (ωB97M-V/def2-TZVPD) on C6H10O in the gas phase.

Geometry as XYZ:
```
17
Properties=species:S:1:pos:R:3:forces:R:3
O 2.42050 -0.92558 -0.18622 0.1 -0.1 0.2
C 1.14626 -0.33090 -0.31705 -0.3 0.1 0.0
C 1.02974 1.03964 0.30475 -0.1 0.0 -0.1
C -0.14614 1.65259 0.16422 0.1 0.0 0.1
C -1.25037 0.88148 -0.51570 0.0 0.0 0.0
C -1.36052 -0.50585 0.15529 -0.1 0.0 0.0
C 0.00739 -1.23124 0.20619 0.1 0.0 0.0
H 2.41695 -1.48742 0.59585 0.0 0.1 0.0
H 1.00072 -0.21237 -1.39858 0.0 0.0 0.0
H 1.88713 1.46988 0.82058 -0.2 -0.1 -0.2
H -0.33764 2.64638 0.56109 0.1 -0.1 0.0
H -1.00292 0.73863 -1.58113 -0.1 0.1 0.2
H -2.21091 1.40649 -0.47805 0.2 -0.1 0.0
H -1.74133 -0.35675 1.17200 0.1 0.0 -0.1
H -2.10164 -1.12028 -0.36473 0.1 0.1 0.0
H 0.24604 -1.50780 1.24629 0.0 0.0 -0.2
H -0.00325 -2.15692 -0.38483 0.0 0.2 0.1
```
Positions in Å, forces in eV/Å.

HOMO level	-9.36	eV
energy above the lowest of the compared OMol25 structures with the same formula, charge and spin	6.8	kcal/mol
total charge	0
gap between HOMO and LUMO	10.44	eV
E_tot	-8430.945	eV
largest force on an atom	0.33	eV/A
SMILES	O[C@@H]1C=CCCC1

---

ORCA calculation (ωB97M-V/def2-TZVPD) on 4 unconnected molecules or ions with the total composition C29H63FN5O6.

Geometry as XYZ:
```
104
Properties=species:S:1:pos:R:3:forces:R:3
C 5.97917 0.12348 -3.16956 0.1 -0.1 0.3
C 6.14003 -1.37787 -2.95293 -0.4 0.0 -0.5
N 5.46749 -2.18622 -4.02694 0.1 -0.3 0.2
C 4.64847 -3.22479 -3.54046 -0.2 0.0 0.0
C 3.26237 -2.94226 -3.44552 0.3 -0.4 0.3
C 2.73498 -1.62591 -3.89093 -0.1 0.1 -0.3
C 2.43304 -3.92713 -2.95431 0.3 0.5 -0.2
N 2.93418 -5.11712 -2.60510 -0.2 0.0 -0.2
C 4.22888 -5.42461 -2.71352 0.3 0.3 -0.1
C 5.15052 -4.49447 -3.16853 -0.4 0.0 -0.1
C 6.61836 -4.82890 -3.26738 -0.2 0.1 0.2
C 7.29461 -5.19278 -1.94478 0.4 -0.2 -0.2
C 7.14828 -6.65755 -1.55744 -0.1 0.2 -0.4
F 7.15326 -6.80345 -0.19607 0.0 0.0 0.4
H 5.50427 0.58801 -2.31341 -0.1 0.1 0.2
H 5.36237 0.31994 -4.03347 -0.1 0.1 -0.3
H 6.94103 0.60207 -3.29168 0.2 0.2 -0.2
H 7.18889 -1.64744 -2.92648 0.2 -0.1 0.1
H 5.71230 -1.67383 -2.00276 -0.1 -0.1 0.2
H 6.15227 -2.56251 -4.66510 0.1 0.0 0.0
H 2.78760 -1.56382 -4.97302 0.1 0.0 -0.3
H 1.70197 -1.44986 -3.62401 -0.2 -0.1 0.3
H 3.34086 -0.81604 -3.51785 0.1 0.3 0.2
H 1.37539 -3.78281 -2.84500 -0.3 -0.1 0.1
H 2.28504 -5.80584 -2.25430 0.0 -0.1 0.2
H 4.50043 -6.41776 -2.41878 0.0 -0.2 0.1
H 7.12257 -3.95970 -3.65872 0.2 0.2 -0.2
H 6.77664 -5.61447 -4.00036 0.0 -0.2 -0.1
H 6.97249 -4.54814 -1.13536 -0.3 0.1 0.2
H 8.35574 -5.00867 -2.07347 0.2 0.2 0.1
H 6.23317 -7.08913 -1.94959 -0.2 -0.1 0.1
H 7.95995 -7.24068 -1.97776 0.2 -0.2 0.0
C 2.68365 -4.61700 0.53873 0.0 0.1 0.1
O 1.29974 -4.73896 0.29333 0.1 -0.1 -0.2
C 0.64071 -5.74319 1.07638 -0.1 -0.1 -0.1
C -0.22414 -5.14146 2.15651 0.1 0.2 0.1
N 0.59757 -4.55724 3.20643 0.0 0.1 -0.1
C -0.12914 -3.80046 4.22088 0.1 -0.1 0.1
C -0.84835 -2.53174 3.79043 -0.1 0.0 0.1
O 0.01793 -1.47968 3.40726 0.0 0.0 -0.1
C 0.45049 -1.48342 2.06465 0.0 0.1 0.1
H 3.08612 -3.95660 -0.22700 0.1 0.1 0.0
H 2.90597 -4.16815 1.51020 0.0 -0.1 0.0
H 3.18638 -5.58950 0.47647 0.1 0.0 0.1
H 1.37325 -6.42380 1.51827 0.1 0.0 0.0
H 0.01369 -6.31693 0.38949 0.0 0.0 0.0
H -0.83012 -5.93835 2.59559 0.0 0.0 0.0
H -0.90906 -4.42335 1.68336 0.0 0.0 0.0
H 1.29398 -3.95374 2.79315 0.0 0.0 0.0
H 0.58857 -3.52105 4.99492 0.0 0.0 0.0
H -0.85410 -4.47133 4.69166 0.0 0.0 0.0
H -1.39061 -2.16216 4.66098 0.0 0.1 0.0
H -1.59577 -2.71565 3.00799 0.1 0.0 -0.1
H -0.31355 -1.89092 1.39491 0.0 0.0 0.0
H 1.38062 -2.04791 1.93410 0.0 -0.1 -0.1
H 0.65275 -0.45158 1.78089 0.0 0.0 0.0
C -3.64872 3.47569 -1.16799 0.0 -0.1 -0.1
O -2.90979 3.76892 -2.34287 0.1 -0.1 0.2
C -2.26803 5.03433 -2.29839 -0.1 0.1 -0.1
C -0.76165 4.90392 -2.29899 0.0 -0.2 0.1
N -0.24417 4.32295 -1.06426 0.0 -0.1 -0.3
C 1.18137 4.01709 -1.12375 -0.2 -0.1 0.2
C 1.66516 3.00576 -2.15657 0.2 0.0 -0.2
O 1.28398 1.65798 -1.92816 0.0 -0.1 0.1
C -0.00637 1.27698 -2.36419 0.1 -0.1 0.1
H -4.22526 2.57163 -1.36163 0.0 0.0 0.0
H -2.99571 3.29427 -0.30460 0.0 0.1 0.0
H -4.33795 4.28137 -0.92223 -0.1 0.0 0.1
H -2.61086 5.60222 -1.42929 0.1 0.0 0.0
H -2.55977 5.58522 -3.19712 0.0 0.0 0.0
H -0.32864 5.90034 -2.42494 0.0 0.0 0.0
H -0.48927 4.30850 -3.18178 0.0 0.1 -0.1
H -0.76641 3.48343 -0.84871 0.0 0.0 0.0
H 1.49241 3.66587 -0.13655 0.0 0.0 0.0
H 1.71488 4.95479 -1.30714 0.0 0.0 0.0
H 2.75759 2.99807 -2.11959 0.0 0.0 0.0
H 1.38756 3.30335 -3.17413 -0.1 0.0 0.0
H -0.33662 1.84225 -3.23877 0.0 0.1 0.0
H -0.75046 1.37774 -1.57057 -0.1 0.1 0.0
H 0.04680 0.22036 -2.63569 0.0 0.0 0.0
C -8.35369 7.11038 4.59322 0.1 0.0 0.0
O -7.13359 6.52032 4.99678 -0.1 0.0 -0.1
C -7.26468 5.24860 5.61645 0.1 0.0 0.1
C -6.68254 4.15689 4.74724 0.0 0.0 -0.2
N -7.48974 3.94332 3.55345 0.1 0.1 0.0
C -6.89343 3.05674 2.56230 -0.2 0.0 0.0
C -5.58542 3.48315 1.90517 0.1 -0.2 0.0
O -5.69667 4.60401 1.05407 -0.1 0.2 0.1
C -5.60204 5.86947 1.68627 0.0 0.0 -0.2
H -8.13120 8.12869 4.28081 0.0 0.0 0.0
H -8.81415 6.58000 3.75208 0.0 0.0 0.0
H -9.06947 7.14616 5.41928 0.0 0.0 0.0
H -8.31148 5.03909 5.85261 0.0 0.0 -0.1
H -6.70654 5.28184 6.55618 0.0 0.0 0.0
H -6.65045 3.22603 5.32154 0.0 0.0 0.0
H -5.64704 4.44230 4.51374 0.0 0.0 0.1
H -7.67850 4.83764 3.12082 0.0 0.0 0.0
H -7.62865 2.91222 1.76698 0.0 0.0 0.0
H -6.73882 2.07825 3.02972 0.0 0.0 0.0
H -5.26294 2.65772 1.26321 0.0 0.0 0.0
H -4.78246 3.64403 2.63518 -0.1 0.1 0.1
H -4.94388 5.83656 2.55761 0.0 0.0 0.0
H -6.58055 6.25071 1.98880 0.0 0.0 0.1
H -5.18538 6.56731 0.95943 0.0 0.0 0.0
```
Positions in Å, forces in eV/Å.

HOMO level	-9.79	eV
total charge	+1
gap between HOMO and LUMO	6.00	eV
E_tot	-53537.472	eV
largest force on an atom	0.68	eV/A